#w
DFT (wB97M-V/def2-TZVPD) results for an isolated molecule of C22H31N3O4.

Values from the calculation:
E_HOMO (eV): -8.368
Kohn-Sham gap (eV): 9.0
SMILES: COc1cccc(OCc2cc(C(=O)N(C)C3CC(C)(C)NC(C)(C)C3)no2)c1

Last column: Löwdin charge in e.
Element x y z (Å)
C -1.496 -3.851 2.352  -0.079
H -1.422 -3.950 3.440  0.100
O -2.806 -3.528 1.949  -0.077
C -3.348 -2.348 2.358  -0.265
C -4.646 -2.087 1.923  -0.019
C -5.266 -0.909 2.286  -0.077
C -4.608 0.027 3.062  -0.019
C -3.310 -0.227 3.492  -0.255
C -2.684 -1.421 3.154  0.048
H -1.691 -1.639 3.506  0.094
O -2.730 0.761 4.246  -0.027
C -1.363 0.654 4.567  -0.109
C -0.499 0.589 3.348  -0.240
C -0.508 1.297 2.182  0.089
C 0.519 0.691 1.411  -0.182
N 1.081 -0.280 2.086  0.124
O 0.460 -0.353 3.285  0.013
C 0.976 1.177 0.079  -0.398
O 1.031 2.381 -0.119  0.072
N 1.297 0.252 -0.845  -0.042
C 1.198 -1.168 -0.598  -0.040
H 0.241 -1.408 -0.133  0.090
H 1.259 -1.697 -1.544  0.084
H 1.998 -1.511 0.059  0.091
C 1.820 0.720 -2.123  -0.269
C 0.896 0.372 -3.287  -0.071
H -0.106 0.758 -3.094  0.136
H 0.833 -0.712 -3.397  0.117
C 1.423 0.954 -4.607  -0.558
N 2.818 0.570 -4.762  0.046
H 3.182 0.937 -5.633  0.125
C 3.793 0.754 -3.699  -0.558
C 3.218 0.175 -2.397  -0.073
H 3.882 0.419 -1.566  0.137
H 3.174 -0.910 -2.498  0.120
C 5.019 -0.079 -4.108  -0.044
H 5.738 -0.124 -3.294  0.082
H 5.504 0.363 -4.975  0.080
H 4.712 -1.089 -4.365  0.081
C 4.258 2.207 -3.494  -0.026
H 4.508 2.658 -4.453  0.085
H 3.499 2.818 -3.016  0.066
H 5.146 2.225 -2.868  0.083
C 0.675 0.287 -5.772  -0.044
H 0.926 -0.769 -5.818  0.081
H -0.399 0.391 -5.646  0.082
H 0.958 0.747 -6.716  0.080
C 1.158 2.469 -4.683  -0.026
H 1.476 2.987 -3.784  0.066
H 0.094 2.649 -4.814  0.083
H 1.685 2.898 -5.533  0.085
H 1.865 1.806 -2.011  0.125
H -1.136 2.113 1.899  0.132
H -1.142 1.562 5.138  0.144
H -1.160 -0.220 5.202  0.142
H -5.075 0.956 3.344  0.115
H -6.274 -0.711 1.953  0.106
H -5.142 -2.820 1.308  0.114
H -0.768 -3.110 2.004  0.086
H -1.276 -4.812 1.890  0.095

---

#x
DFT (wB97M-V/def2-TZVPD) results for an isolated molecule of C22H31N3O4.

Values from the calculation:
E_HOMO (eV): -8.483
Kohn-Sham gap (eV): 9.2
SMILES: COc1cccc(OCc2cc(C(=O)N(C)C3CC(C)(C)NC(C)(C)C3)no2)c1

Last column: Löwdin charge in e.
Element x y z (Å)
C -0.423 5.941 0.007  -0.087
H -0.115 6.392 0.955  0.096
O 0.598 5.146 -0.544  -0.080
C 1.033 4.067 0.161  -0.288
C 2.037 3.306 -0.444  -0.025
C 2.530 2.193 0.196  -0.074
C 2.053 1.807 1.441  -0.024
C 1.059 2.561 2.044  -0.253
C 0.548 3.690 1.402  0.048
H -0.224 4.241 1.914  0.116
O 0.498 2.307 3.271  -0.029
C 0.936 1.187 4.007  -0.107
C 0.506 -0.106 3.389  -0.226
C -0.726 -0.612 3.086  0.073
C -0.435 -1.843 2.439  -0.203
N 0.857 -2.038 2.402  0.131
O 1.449 -0.969 2.979  0.016
C -1.415 -2.893 2.031  -0.402
O -1.988 -3.504 2.918  0.074
N -1.623 -3.127 0.720  -0.047
C -2.518 -4.213 0.377  -0.019
H -2.008 -4.929 -0.269  0.096
H -2.821 -4.708 1.298  0.086
H -3.406 -3.833 -0.134  0.097
C -1.093 -2.367 -0.409  -0.257
C 0.404 -2.588 -0.629  -0.069
H 0.600 -3.652 -0.765  0.134
H 0.949 -2.262 0.255  0.094
C 0.926 -1.815 -1.851  -0.552
N 0.447 -0.444 -1.801  0.057
H 0.805 0.083 -2.588  0.128
C -0.945 -0.116 -1.559  -0.549
C -1.394 -0.874 -0.302  -0.065
H -2.463 -0.721 -0.137  0.138
H -0.851 -0.450 0.541  0.106
C -0.984 1.388 -1.254  -0.026
H -1.978 1.686 -0.928  0.088
H -0.723 1.964 -2.139  0.088
H -0.269 1.625 -0.472  0.061
C -1.894 -0.377 -2.745  -0.028
H -1.486 0.071 -3.649  0.085
H -2.048 -1.435 -2.931  0.059
H -2.863 0.076 -2.548  0.082
C 2.456 -1.725 -1.746  -0.036
H 2.890 -2.714 -1.628  0.085
H 2.872 -1.265 -2.640  0.081
H 2.725 -1.116 -0.887  0.074
C 0.585 -2.563 -3.156  -0.031
H -0.462 -2.845 -3.207  0.061
H 1.182 -3.469 -3.227  0.081
H 0.812 -1.936 -4.016  0.084
H -1.630 -2.758 -1.278  0.130
H -1.686 -0.184 3.276  0.131
H 2.027 1.185 4.126  0.141
H 0.466 1.302 4.989  0.143
H 2.468 0.930 1.910  0.100
H 3.301 1.603 -0.276  0.106
H 2.403 3.610 -1.411  0.116
H -1.341 5.364 0.160  0.095
H -0.610 6.728 -0.722  0.093

---

Of them, #x has the lowest stability.

---

#w
DFT (wB97M-V/def2-TZVPD) results for an isolated molecule of C7H6O.

Values from the calculation:
E_HOMO (alpha / beta) (eV): -7.995 / -8.283
Kohn-Sham gap (alpha / beta) (eV): 7.6 / 7.5
SMILES: O=C1C[C@@H]2CC=C=C12

Last column: Löwdin charge in e.
Element x y z (Å)
C -1.298 -1.882 0.059  -0.008
C -0.032 -2.119 0.362  -0.026
C -1.912 -0.694 0.116  -0.033
C -2.193 0.433 -1.363  -0.260
C 0.601 -0.663 0.161  -0.100
C -1.007 1.174 -0.807  -0.138
C -0.726 0.258 0.333  -0.297
O -2.947 0.633 -2.221  0.151
H 0.596 -2.921 0.634  0.079
H 1.392 -0.454 0.823  0.073
H 1.115 -0.671 -0.802  0.100
H -0.294 1.416 -1.670  0.147
H -1.114 2.294 -0.635  0.143
H -0.670 0.732 1.424  0.170

---

#x
DFT (wB97M-V/def2-TZVPD) results for an isolated molecule of C7H6O.

Values from the calculation:
E_HOMO (eV): -7.757
Kohn-Sham gap (eV): 8.3
SMILES: C1=C[C@H]2OC=CC2=C1

Last column: Löwdin charge in e.
Element x y z (Å)
C -1.096 -0.827 1.672  -0.109
C 0.232 -0.699 1.665  -0.023
C 0.563 0.030 0.455  -0.228
C 1.431 -0.167 -0.538  -0.015
C 0.746 0.295 -1.781  -0.074
C -0.517 0.602 -1.517  -0.042
C -0.675 0.680 -0.019  -0.222
H -1.752 -1.492 2.251  0.133
H 1.002 -1.062 2.332  0.109
H 2.499 -0.418 -0.486  0.112
H 1.295 0.432 -2.736  0.114
H -1.202 0.994 -2.257  0.102
H -0.829 1.736 0.279  0.181
O -1.696 -0.105 0.679  -0.038

---

Of them, #w has the lowest stability.

---

#w
DFT (wB97M-V/def2-TZVPD) results for a structure of composition C26H52O52S13.

Values from the calculation:
E_HOMO (eV): -10.910
Kohn-Sham gap (eV): 10.6

Last column: Löwdin charge in e.
Element x y z (Å)
C -3.048 1.313 -3.944  -0.071
C -2.049 2.438 -3.593  -0.114
O -2.654 3.201 -2.484  -0.221
S -4.191 2.958 -2.405  0.541
O -4.869 3.887 -3.214  -0.204
O -4.545 3.031 -1.036  -0.229
O -4.185 1.446 -2.956  -0.203
H -2.600 0.356 -3.748  0.108
H -3.497 1.409 -4.923  0.133
H -2.057 3.219 -4.343  0.129
H -1.081 2.218 -3.255  0.091
C -1.555 -3.641 -6.244  -0.092
C -2.424 -4.844 -6.562  -0.154
O -3.075 -5.089 -5.329  -0.194
S -3.127 -3.849 -4.290  0.582
O -2.229 -4.077 -3.233  -0.214
O -4.402 -3.335 -3.992  -0.209
O -2.397 -2.825 -5.282  -0.200
H -1.404 -3.075 -7.099  0.120
H -0.745 -4.050 -5.729  0.093
H -1.816 -5.715 -6.799  0.145
H -3.169 -4.546 -7.275  0.128
C 4.506 -5.822 -1.293  -0.119
C 4.231 -4.486 -1.951  -0.182
O 3.376 -3.878 -0.999  -0.207
S 3.832 -4.327 0.491  0.585
O 2.665 -4.753 1.250  -0.240
O 4.650 -3.308 1.037  -0.215
O 4.744 -5.462 0.085  -0.168
H 5.328 -6.388 -1.742  0.147
H 3.580 -6.380 -1.269  0.132
H 3.699 -4.599 -2.893  0.109
H 5.169 -3.859 -2.080  0.138
C 1.953 -1.436 -2.755  -0.145
C 0.488 -1.931 -2.913  -0.115
O 0.545 -2.675 -4.123  -0.194
S 1.875 -2.603 -4.889  0.592
O 1.757 -2.143 -6.235  -0.217
O 2.653 -3.783 -4.630  -0.226
O 2.461 -1.341 -4.087  -0.190
H 2.560 -2.027 -2.107  0.097
H 1.819 -0.402 -2.431  0.128
H -0.253 -1.060 -3.027  0.146
H 0.208 -2.504 -2.018  0.130
C -2.332 -1.876 7.894  -0.167
C -1.621 -0.518 7.811  -0.103
O -1.492 -0.284 6.353  -0.193
S -2.782 -0.739 5.714  0.543
O -2.527 -1.041 4.356  -0.207
O -3.920 0.004 6.135  -0.208
O -2.839 -2.116 6.578  -0.186
H -3.128 -1.694 8.690  0.153
H -1.556 -2.634 8.151  0.115
H -0.658 -0.504 8.218  0.115
H -2.202 0.280 8.226  0.119
C 0.991 -4.253 3.624  -0.126
C 0.390 -2.829 3.418  -0.127
O 0.409 -2.153 4.688  -0.228
S 1.014 -3.125 5.795  0.620
O 0.234 -3.217 6.966  -0.214
O 2.432 -2.839 5.835  -0.225
O 0.736 -4.518 5.040  -0.190
H 2.058 -4.173 3.528  0.101
H 0.407 -5.014 3.122  0.138
H -0.673 -2.831 3.140  0.137
H 1.050 -2.194 2.789  0.132
C 2.533 4.286 5.081  -0.124
C 0.969 4.087 4.742  -0.131
O 0.825 2.696 4.611  -0.226
S 1.901 1.864 5.431  0.656
O 2.344 0.836 4.551  -0.215
O 1.410 1.569 6.803  -0.242
O 3.011 3.004 5.482  -0.183
H 2.569 5.093 5.843  0.136
H 3.127 4.620 4.248  0.114
H 0.709 4.508 3.792  0.101
H 0.464 4.441 5.652  0.140
C 1.164 0.520 1.506  -0.073
C -0.028 0.684 2.456  -0.097
O -1.210 0.326 1.623  -0.216
S -0.823 -0.298 0.218  0.550
O -0.895 0.764 -0.773  -0.241
O -1.356 -1.550 -0.118  -0.206
O 0.654 -0.608 0.658  -0.205
H 1.991 0.167 2.037  0.103
H 1.387 1.389 0.910  0.101
H -0.264 1.703 2.828  0.117
H -0.037 0.003 3.367  0.129
C 6.772 1.139 -0.653  -0.088
C 5.478 1.792 -1.166  -0.176
O 4.645 0.698 -1.588  -0.206
S 5.697 -0.291 -2.387  0.603
O 5.967 0.298 -3.671  -0.241
O 5.249 -1.608 -2.372  -0.199
O 7.032 -0.094 -1.524  -0.192
H 6.653 0.714 0.369  0.136
H 7.695 1.756 -0.635  0.139
H 5.716 2.310 -2.135  0.142
H 4.893 2.306 -0.393  0.143
C 2.991 1.600 -5.247  -0.140
C 2.899 0.833 -6.585  -0.051
O 1.401 0.742 -6.780  -0.212
S 0.510 1.345 -5.662  0.570
O -0.517 0.479 -5.257  -0.203
O 0.161 2.695 -5.857  -0.204
O 1.740 1.345 -4.539  -0.226
H 3.057 2.666 -5.344  0.117
H 3.809 1.259 -4.620  0.109
H 3.246 -0.199 -6.619  0.110
H 3.365 1.442 -7.439  0.156
C -3.902 2.315 3.357  -0.069
C -4.288 3.273 2.298  -0.143
O -3.874 4.533 2.829  -0.155
S -2.535 4.432 3.573  0.480
O -2.538 5.414 4.593  -0.207
O -1.431 4.490 2.701  -0.235
O -2.786 3.024 4.069  -0.171
H -3.497 1.400 2.956  0.112
H -4.582 1.998 4.074  0.115
H -5.347 3.318 2.109  0.122
H -3.715 3.015 1.401  0.126
C -5.603 -1.028 -0.664  -0.121
C -4.527 -0.525 0.251  -0.164
O -5.233 -0.334 1.471  -0.192
S -6.710 0.269 1.177  0.614
O -6.658 1.710 1.148  -0.236
O -7.602 -0.423 2.008  -0.196
O -6.722 -0.190 -0.327  -0.181
H -5.904 -2.045 -0.510  0.131
H -5.407 -0.891 -1.739  0.140
H -4.087 0.404 -0.074  0.116
H -3.733 -1.194 0.492  0.111
C -0.496 4.240 -0.663  -0.127
C 0.529 4.867 0.289  -0.102
O 1.869 4.687 -0.311  -0.207
S 1.727 3.773 -1.597  0.619
O 1.547 2.403 -1.195  -0.252
O 2.582 4.122 -2.703  -0.218
O 0.242 4.315 -1.929  -0.200
H -1.343 4.852 -0.858  0.130
H -0.671 3.193 -0.421  0.103
H 0.684 4.340 1.215  0.104
H 0.387 5.920 0.381  0.129

---

#x
DFT (wB97M-V/def2-TZVPD) results for a structure of composition C26H52O52S13.

Values from the calculation:
E_HOMO (eV): -10.831
Kohn-Sham gap (eV): 10.7

Last column: Löwdin charge in e.
Element x y z (Å)
C 7.403 -3.399 0.537  -0.249
C 7.967 -3.906 -0.799  -0.156
O 6.982 -3.535 -1.811  -0.197
S 5.903 -2.328 -1.186  0.754
O 4.542 -2.804 -0.954  -0.238
O 6.068 -1.192 -2.027  -0.228
O 6.829 -2.252 0.179  -0.190
H 8.267 -3.180 1.166  0.149
H 6.677 -4.100 0.951  0.124
H 8.323 -4.936 -0.807  0.129
H 8.916 -3.427 -1.038  0.121
C -5.981 2.150 1.546  -0.160
C -7.437 2.501 1.195  -0.162
O -7.558 2.219 -0.225  -0.207
S -6.149 1.425 -0.924  0.809
O -5.386 2.273 -1.889  -0.274
O -6.619 0.092 -1.356  -0.248
O -5.488 1.237 0.561  -0.240
H -5.810 1.741 2.542  0.138
H -5.367 3.037 1.394  0.124
H -7.614 3.519 1.540  0.124
H -8.169 1.926 1.764  0.124
C -2.910 1.104 -6.447  -0.175
C -4.215 1.775 -6.166  -0.175
O -4.211 2.069 -4.742  -0.200
S -3.491 0.805 -3.945  0.696
O -4.513 -0.213 -3.674  -0.236
O -2.674 1.253 -2.867  -0.234
O -2.542 0.372 -5.251  -0.202
H -2.143 1.815 -6.757  0.126
H -3.078 0.400 -7.261  0.134
H -5.074 1.223 -6.548  0.133
H -4.233 2.647 -6.820  0.136
C 0.547 5.634 -0.800  -0.137
C 1.069 6.170 0.556  -0.174
O -0.044 6.480 1.384  -0.202
S -1.339 5.519 0.932  0.766
O -2.367 6.369 0.292  -0.249
O -1.672 4.598 2.028  -0.263
O -0.515 4.802 -0.335  -0.247
H 1.253 5.018 -1.357  0.126
H 0.088 6.434 -1.381  0.129
H 1.724 7.035 0.453  0.141
H 1.550 5.430 1.195  0.121
C 3.402 -1.475 3.172  -0.173
C 3.151 -2.017 4.572  -0.139
O 4.153 -3.063 4.848  -0.213
S 5.219 -3.217 3.535  0.754
O 4.705 -4.338 2.737  -0.256
O 6.626 -3.215 3.927  -0.251
O 4.760 -1.752 2.854  -0.223
H 3.264 -0.398 3.083  0.128
H 2.959 -1.986 2.317  0.128
H 2.188 -2.488 4.770  0.125
H 3.376 -1.228 5.289  0.123
C 5.075 2.078 -2.239  -0.162
C 3.722 1.610 -1.633  -0.139
O 3.069 2.699 -0.943  -0.247
S 4.240 3.768 -0.424  0.804
O 4.555 3.538 1.035  -0.287
O 3.966 5.182 -0.828  -0.276
O 5.441 3.142 -1.423  -0.197
H 4.945 2.478 -3.244  0.134
H 5.883 1.348 -2.292  0.125
H 3.805 0.796 -0.914  0.131
H 2.954 1.349 -2.360  0.123
C -4.210 -4.589 5.626  -0.106
C -3.701 -3.109 5.454  -0.202
O -2.743 -3.164 4.460  -0.194
S -2.033 -4.705 4.419  0.729
O -0.834 -4.802 5.237  -0.236
O -1.942 -5.191 3.044  -0.248
O -3.182 -5.548 5.180  -0.196
H -5.118 -4.798 5.060  0.107
H -4.325 -4.963 6.644  0.127
H -3.482 -2.671 6.428  0.126
H -4.412 -2.367 5.092  0.112
C 2.683 -2.178 -3.598  -0.150
C 1.764 -2.270 -4.831  -0.180
O 2.619 -1.935 -5.870  -0.212
S 3.677 -0.738 -5.501  0.749
O 3.122 0.501 -6.080  -0.266
O 5.018 -1.167 -5.931  -0.250
O 3.481 -0.990 -3.850  -0.235
H 3.389 -3.001 -3.488  0.126
H 2.198 -2.118 -2.624  0.105
H 0.922 -1.580 -4.766  0.132
H 1.495 -3.304 -5.046  0.141
C 1.474 2.522 4.447  -0.129
C 0.110 2.983 5.106  -0.150
O -0.542 1.779 5.429  -0.191
S -0.057 0.447 4.644  0.760
O -1.077 -0.008 3.676  -0.242
O 0.607 -0.613 5.438  -0.246
O 1.127 1.287 3.848  -0.253
H 2.221 2.224 5.183  0.134
H 1.745 3.267 3.699  0.130
H -0.503 3.615 4.463  0.114
H 0.231 3.683 5.932  0.132
C -1.724 4.381 -3.608  -0.142
C -0.418 3.687 -4.095  -0.179
O 0.443 4.741 -4.417  -0.214
S -0.364 6.184 -4.769  0.726
O -0.935 6.068 -6.092  -0.238
O 0.526 7.304 -4.501  -0.225
O -1.482 5.806 -3.647  -0.217
H -2.284 4.113 -2.712  0.129
H -2.518 4.184 -4.328  0.109
H -0.553 2.997 -4.928  0.122
H 0.064 3.107 -3.308  0.117
C -3.542 -1.374 1.934  -0.208
C -3.744 -2.551 0.986  -0.134
O -5.180 -2.654 0.845  -0.199
S -5.973 -2.352 2.309  0.796
O -6.112 -3.569 3.120  -0.255
O -7.135 -1.504 2.055  -0.245
O -4.637 -1.395 2.826  -0.231
H -3.539 -0.372 1.505  0.115
H -2.625 -1.513 2.507  0.102
H -3.315 -3.397 1.524  0.112
H -3.296 -2.221 0.049  0.142
C -0.552 -5.828 -1.073  -0.251
C -1.047 -5.898 0.333  -0.259
O -0.078 -5.207 0.979  -0.187
S 1.399 -5.641 0.323  0.659
O 1.946 -6.759 1.040  -0.209
O 2.075 -4.474 0.071  -0.186
O 0.725 -6.253 -1.018  -0.168
H -0.483 -4.782 -1.373  0.133
H -1.093 -6.414 -1.816  0.146
H -1.141 -6.918 0.704  0.144
H -1.992 -5.358 0.404  0.128
C 0.479 1.884 0.796  -0.201
C -0.848 1.736 -0.024  -0.132
O -1.095 0.332 0.100  -0.227
S 0.312 -0.532 -0.064  0.717
O 0.731 -0.622 -1.469  -0.244
O 0.302 -1.681 0.757  -0.204
O 1.045 0.626 0.898  -0.196
H 0.334 2.370 1.761  0.107
H 1.209 2.576 0.374  0.097
H -0.817 2.033 -1.072  0.106
H -1.757 2.028 0.503  0.134

---

Of them, #x has the lowest stability.